# 1
76
Properties=species:S:1:pos:R:3 method="wB97M-V/def2-TZVPD" de_lowest_ev=0.2579 multiplicity=5 charge=0
Os -0.02258 1.44014 0.41331
O 5.60296 0.63227 -1.29483
C 5.16284 -0.54737 -0.88191
O 5.83752 -1.53946 -0.94823
C 3.77605 -0.60108 -0.31732
C 3.17468 -1.74088 0.18263
Cl 3.73283 -3.33672 0.20734
N 1.93469 -1.42486 0.62385
N 1.70282 -0.11536 0.41517
C 2.79111 0.38379 -0.13737
C 2.74658 1.83467 -0.47330
O 3.71464 2.42268 -0.90816
O 1.59659 2.42303 -0.25391
C 1.00780 -2.24833 1.35080
C -0.32371 -2.27993 0.97978
C -1.20987 -3.08477 1.67936
C -0.76115 -3.85865 2.73992
C 0.57516 -3.80541 3.11456
C 1.46451 -2.99492 2.42713
H 4.93131 1.34957 -1.18079
H -0.66376 -1.69617 0.14040
H -2.25179 -3.10302 1.38765
H -1.44953 -4.49973 3.27494
H 0.93105 -4.39019 3.95225
H 2.49888 -2.93384 2.73720
C -0.38691 -3.48433 -2.63246
C -0.26131 -2.57241 -3.84716
C -0.74340 -1.13656 -3.59252
C -0.56551 -0.30119 -4.88283
C -1.03615 1.14573 -4.77705
C -2.22954 -1.16353 -3.27285
O -3.03316 -1.76587 -3.93837
N -2.65451 -0.41632 -2.17914
C -1.80540 0.21272 -1.31267
O -2.23992 0.79475 -0.29741
N -0.47913 0.21454 -1.49665
C 0.12831 -0.48907 -2.51445
O 1.33594 -0.56551 -2.58686
H 0.00316 -4.47730 -2.85518
H -1.42927 -3.60338 -2.32613
H 0.18184 -3.09689 -1.78344
H -0.84494 -2.96904 -4.67818
H 0.78102 -2.50841 -4.15853
H -1.10953 -0.81815 -5.67498
H 0.49748 -0.33272 -5.12617
H -2.10676 1.20914 -4.56695
H -0.85865 1.66832 -5.71648
H -0.50162 1.68887 -3.99425
H -3.64154 -0.41111 -1.96219
C -2.27822 5.01139 -0.80965
C -1.44441 3.74425 -1.02824
C -0.32128 4.01147 -2.02483
C -0.95030 3.27413 0.34497
H -2.62344 5.40725 -1.76695
H -1.68242 5.78686 -0.32108
H -3.15221 4.81108 -0.18794
H -2.10956 2.98289 -1.44150
H 0.34903 4.79114 -1.65497
H -0.74238 4.34699 -2.97442
H 0.28679 3.12772 -2.21821
H -1.78734 3.14997 1.03912
H -0.22196 3.97855 0.75787
Cl -1.04795 -0.95290 8.59218
C -0.77238 -0.40548 6.96724
C -1.24240 -1.16610 5.90839
C -1.03911 -0.71616 4.61480
C -0.34775 0.46794 4.39051
C 0.13445 1.21128 5.46072
C -0.08733 0.78140 6.75850
C -0.11159 0.93559 3.00419
O 0.89663 1.58474 2.68932
O -0.98959 0.63336 2.09591
H -1.76485 -2.09306 6.10096
H -1.40976 -1.28555 3.77269
H 0.68729 2.12160 5.26946
H 0.27195 1.35194 7.60341


# 2
10
Properties=species:S:1:pos:R:3 method="wB97M-V/def2-TZVPD" de_lowest_ev=4.9868 charge=+3
H -2.42677 1.62708 -0.29610
O 1.08108 0.47436 0.25463
C 0.11671 -0.39890 0.39311
C -0.05976 -1.59507 -0.17015
C -1.35877 1.36366 -0.29055
O -1.25759 0.12251 -0.03510
La 0.68702 2.83972 -0.17315
Li 2.81796 -0.20306 0.07275
H 0.77523 -2.14880 -0.59565
H -0.37511 -2.08151 0.84021


# 3
14
Properties=species:S:1:pos:R:3 method="wB97M-V/def2-TZVPD" de_lowest_ev=2.3848 smiles="[H]/N=C/N.C=CO" charge=0
C -1.39597 -2.43573 0.00449
C -1.20007 -1.30626 -0.67213
O -2.17287 -0.49984 -1.19555
H -0.58814 -2.87527 0.56291
H -2.43830 -2.66468 0.19111
H -0.17618 -0.84991 -0.75923
H -1.81858 0.10423 -1.85980
N 0.65144 1.17798 1.23229
C 1.52301 1.68425 0.29412
N 2.27319 1.04889 -0.49397
H 0.91032 0.34551 1.73319
H 0.26264 1.80005 1.92628
H 1.58966 2.79761 0.27559
H 2.57986 1.67318 -1.23930


# 4
15
Properties=species:S:1:pos:R:3 method="wB97M-V/def2-TZVPD" de_lowest_ev=2.8860 smiles="CN1N=CCC=C1Cl" charge=0
C 0.26168 1.52640 0.85420
C -1.45104 -0.20591 0.36007
C 1.07596 0.60663 0.33496
C -1.24557 1.19438 0.87930
C 1.47220 -1.56890 -1.03751
N -0.60334 -0.84342 -0.33126
N 0.68931 -0.61853 -0.30953
Cl 2.81295 0.66735 0.47544
H 0.74306 2.37434 1.20905
H -2.48448 -0.65345 0.24691
H -1.54106 1.28997 1.84584
H -1.72886 1.97980 0.37466
H 2.31028 -1.88323 -0.40736
H 0.81824 -2.26590 -1.33866
H 2.04433 -1.31793 -1.87884


# 5
16
Properties=species:S:1:pos:R:3 method="wB97M-V/def2-TZVPD" de_lowest_ev=3.2882 charge=0
C 0.04879 0.15959 2.04494
C -1.38640 0.02885 1.48665
C -1.83139 1.43544 1.21940
C 1.33984 -0.82757 -0.77789
H 0.62567 0.71105 1.41172
H 0.59304 -0.85050 2.21473
H 0.15722 0.64789 3.07455
H -1.93730 -0.48311 2.15281
H -2.12203 1.94293 2.16166
H -2.70589 1.12912 0.43981
H -0.25891 0.19965 -2.21621
H 1.46268 -1.50553 0.12459
N -0.03002 -0.46326 -1.14959
F -0.68973 1.94485 0.48798
S -1.29624 -0.97189 -0.11687
S 2.64488 -0.32999 -1.72981


# 6
49
Properties=species:S:1:pos:R:3 method="wB97M-V/def2-TZVPD" de_lowest_ev=5.0418 charge=-1
N -2.06687 1.84764 -1.73482
C -1.87182 0.49222 -1.02293
C -0.30096 0.05559 -0.87323
C 0.58332 0.97461 0.16591
C 1.66633 1.81083 -0.79867
C 3.14860 1.96170 -0.03964
O 4.13448 1.09737 -0.40028
O 3.47000 2.99056 0.96139
O 1.40441 0.05461 0.95900
C 1.12470 0.11156 2.39546
O 1.84087 0.95513 3.18961
C 0.02522 -0.83302 3.20715
C -1.00289 -1.65085 2.22415
C -1.74350 -2.79300 3.18747
C -2.33456 -4.00187 2.20616
O -3.80801 -3.89299 2.13084
C -4.16231 -2.72253 1.26469
O -4.83180 -1.67445 1.80905
P -0.38503 2.29317 1.12509
O 0.61784 3.44534 1.95226
O -1.67361 1.66441 2.10111
H -2.75208 2.44221 -1.20431
H -1.13078 2.31440 -1.81484
H -2.50448 0.41355 -0.02951
H -2.36683 -0.30028 -1.76667
H 0.14232 -0.02389 -1.95676
H -0.27706 -1.05089 -0.43258
H 1.89161 1.26699 -1.80921
H 1.25010 2.89926 -0.89966
H 3.73481 2.55548 1.83147
H 0.67245 -1.57145 3.88614
H -0.66315 -0.18586 3.93651
H -1.87795 -0.95194 1.84250
H -0.46447 -2.25119 1.37656
H -2.58697 -2.23210 3.78284
H -1.00901 -3.24069 4.00273
H -1.94877 -5.06184 2.54601
H -1.93741 -3.84924 1.09689
H -3.79326 -2.74340 0.14461
H 0.79335 4.27234 1.37882
H -2.11501 2.37979 2.66414
C 3.76344 0.24294 -5.35316
F 4.23746 0.05651 -6.62701
F 4.20652 -0.83517 -4.62972
F 4.44244 1.32753 -4.85854
S 1.90760 0.45224 -5.28916
O 1.35262 -0.78687 -5.85127
O 1.61708 1.63740 -6.10776
O 1.58102 0.63810 -3.86881


# 7
7
Properties=species:S:1:pos:R:3 method="wB97M-V/def2-TZVPD" de_lowest_ev=0.8474 charge=0
C -2.00554 0.34196 0.56063
C 1.83185 0.33523 -0.88798
N -2.36494 -0.56813 1.23074
F 1.72440 -0.97334 -1.05936
F 2.37013 0.94207 -1.95042
S 1.51221 1.08855 0.51021
H -3.06810 -1.16634 1.59618


# 8
9
Properties=species:S:1:pos:R:3 method="wB97M-V/def2-TZVPD" de_lowest_ev=3.4557 charge=0
C 0.47690 1.35512 1.20720
C 0.68669 -0.06713 -1.13568
F 1.75262 1.40152 1.61962
F 0.04148 2.58390 0.91969
S -0.80298 -0.93057 -1.25820
Cl 2.17045 -0.87745 -0.95923
H -0.17159 0.80100 1.88109
H 0.70138 0.86152 -1.68279
H -0.41535 -2.02586 -0.59852